The following is a quantum chemistry calculation of a structure of composition C2H6O4 in a non-equilibrium geometry, from the Open Molecules 2025 dataset.

Structure (XYZ):
```
12
Properties=species:S:1:pos:R:3:forces:R:3
C 1.726 -1.072 0.184 -0.3 0.2 0.0
O 1.274 0.146 -0.466 -0.4 0.3 -0.1
H 0.061 0.124 -0.609 -0.4 -1.7 -0.1
H 1.289 -1.152 1.180 0.0 0.1 0.0
H 1.340 -1.879 -0.431 0.2 0.0 0.0
H 2.813 -1.055 0.232 -0.1 -0.1 -0.1
C -1.655 0.558 -0.038 0.7 1.9 -2.3
O -2.988 0.760 -0.091 0.0 -0.5 0.8
O -0.876 1.486 0.269 -0.8 0.2 1.4
O -1.204 -0.455 -0.659 1.1 -0.1 0.5
H -3.169 1.617 0.320 0.2 -0.1 0.0
H 1.391 0.921 0.109 -0.1 -0.1 0.0
```
Positions in Å, forces in eV/Å.

Summary:
Spin multiplicity: 1
Orbital gap, Ha: 0.380
Energy relative to the best compared isomer or geometry (same formula, charge and spin), kJ/mol: 83.6
HOMO, Eh: -0.361